i) Here is a molecular structure, C12H28N4O4 from the Open Molecules 2025 dataset. Energies are from ωB97M-V/def2-TZVPD.

Structure (XYZ):
```
48
Properties=species:S:1:pos:R:3
C 15.62209 16.30595 10.08863
O 14.78901 16.94601 10.74080
N 15.43732 15.79245 8.87085
C 16.29881 14.76267 8.38886
C 14.26456 15.84878 8.07121
H 16.69029 16.33697 10.35356
H 15.94907 13.73716 8.50767
H 17.25225 14.75877 8.91710
H 16.44218 14.96027 7.32655
H 13.50967 16.55013 8.42667
H 14.41351 16.07786 7.01601
H 13.78447 14.87634 7.96186
C 18.87417 17.29013 8.09762
O 18.32660 16.19743 8.06578
N 18.49499 18.27112 8.89237
C 18.95945 19.70452 8.73343
C 17.45853 18.06644 9.95741
H 19.58097 17.63668 7.32786
H 19.90028 19.88660 8.21402
H 19.07876 20.15657 9.71806
H 18.12601 20.16609 8.20389
H 17.86671 18.25501 10.95036
H 16.71740 18.84550 9.77883
H 16.96546 17.10557 9.81004
C 14.64314 20.45091 11.63602
O 14.02801 19.81326 12.47867
N 14.99851 20.05677 10.44620
C 15.88950 20.89359 9.70019
C 14.96864 18.71723 9.92518
H 14.96750 21.47780 11.86514
H 15.71873 21.95051 9.90476
H 15.91438 20.71978 8.62442
H 16.90126 20.62241 10.00165
H 15.02210 18.75481 8.83714
H 15.65281 17.94416 10.27498
H 13.94270 18.47243 10.20018
C 20.39921 19.27811 6.23584
O 20.62015 18.27005 6.90226
N 21.28105 20.30478 6.12856
C 20.86316 21.40547 5.30639
C 22.74551 20.23841 6.55674
H 19.40601 19.52959 5.83270
H 21.26702 22.37670 5.59225
H 19.78508 21.49320 5.17175
H 21.26685 21.20472 4.31400
H 22.95038 21.18326 7.06014
H 22.99634 19.45387 7.27065
H 23.36600 20.08121 5.67450
```

Computed properties:
LUMO = 0.2 eV
HOMO energy = -7.6 eV
HOMO-LUMO gap = 7.807 eV

ii) Here is 4 unconnected molecules or ions with the total composition C12H28N4O4 from the Open Molecules 2025 dataset. Energies are from ωB97M-V/def2-TZVPD.

Structure (XYZ):
```
48
Properties=species:S:1:pos:R:3
C 6.05952 -12.09702 23.40334
N 6.35684 -11.35143 24.65653
C 6.78892 -11.99417 25.95578
C 6.55393 -10.01802 24.65464
O 6.64098 -9.39447 23.61841
H 6.82983 -12.17109 22.63571
H 5.21556 -11.58189 22.94457
H 5.85983 -13.14369 23.63291
H 6.15298 -11.66811 26.77880
H 6.67150 -13.07503 25.87798
H 7.84680 -11.89527 26.19911
H 6.84176 -9.68045 25.66231
C 5.91268 -9.69267 27.96406
N 5.55542 -9.94384 29.30948
C 4.31898 -10.63543 29.49879
C 6.42865 -9.68227 30.30558
O 6.14440 -10.08885 31.49536
H 5.25467 -10.26833 27.31311
H 6.98282 -9.75528 27.76663
H 5.60196 -8.70394 27.62646
H 3.61735 -10.24497 28.76168
H 4.53918 -11.70116 29.43675
H 3.91388 -10.52779 30.50498
H 7.46049 -9.34892 30.11482
C 7.96553 -7.96292 23.48774
N 9.01911 -7.33517 24.25311
C 10.02906 -8.31848 24.60887
C 9.01561 -6.05268 24.63125
O 9.90646 -5.53031 25.29894
H 7.43264 -7.27128 22.83523
H 7.22406 -8.28803 24.21755
H 8.13217 -8.78878 22.79615
H 10.30072 -8.13513 25.64844
H 9.77047 -9.37731 24.59833
H 10.92920 -8.14433 24.01937
H 8.07040 -5.57780 24.32586
C 10.33600 -11.36662 22.77144
N 9.22973 -11.54530 21.85890
C 9.26564 -12.66012 20.88863
C 8.07589 -10.83387 22.05751
O 7.13773 -10.90317 21.30607
H 10.44937 -10.31504 23.03494
H 11.33394 -11.59890 22.39962
H 10.41799 -11.93039 23.70071
H 8.73243 -13.49411 21.34497
H 8.65638 -12.46686 20.00571
H 10.27057 -12.94994 20.58168
H 8.11590 -10.26500 22.99931
```

Computed properties:
LUMO = 0.1 eV
HOMO energy = -7.9 eV
Structure (SMILES) = CN(C)C=O.CN(C)C=O.CN(C)C=O.CN(C)C=O
HOMO-LUMO gap = 8.026 eV

Preferred: ii); penalty for the next structure: 367.9 kJ/mol.

i) Here is 7 unconnected molecules or ions with the total composition C8H30O7 from the Open Molecules 2025 dataset. Energies are from ωB97M-V/def2-TZVPD.

Structure (XYZ):
```
45
Properties=species:S:1:pos:R:3
C -2.58869 0.06308 -1.25414
C -1.10280 -0.32748 -1.20169
O -0.32046 0.40456 -0.34710
H -2.89624 1.10576 -1.33378
H -3.13182 -0.30329 -0.38301
H -3.01456 -0.56757 -2.03452
H -0.76082 -0.07403 -2.20515
H -0.97188 -1.39695 -1.03671
H 0.35721 -0.11724 0.08890
C 3.63389 1.45002 1.67511
C 2.44184 2.29960 1.27719
O 2.86456 3.09502 0.17753
H 4.55472 2.01450 1.82185
H 3.80127 0.78293 0.82949
H 3.40458 0.98712 2.63492
H 2.09008 2.93451 2.09037
H 1.62648 1.63121 1.00054
H 3.26776 3.89242 0.52850
C 0.84668 -1.68536 2.66270
C 1.11794 -2.39127 1.34384
O 1.40675 -1.40382 0.36407
H 0.03342 -0.97785 2.50101
H 1.67537 -1.07090 3.01456
H 0.65215 -2.43047 3.43412
H 0.23341 -2.95151 1.04077
H 2.00996 -3.01693 1.37473
H 1.67047 -1.89677 -0.41635
C -1.34291 3.39814 1.02163
C -2.38675 2.64118 1.84555
O -1.89727 1.32639 1.91476
H -1.13453 3.09008 -0.00295
H -0.40687 3.22923 1.55398
H -1.38107 4.48657 0.97732
H -3.39651 2.69769 1.43899
H -2.53175 3.02115 2.85683
H -1.63819 1.05938 1.02978
O 0.26051 -2.20168 -4.02823
H -0.15399 -2.74876 -4.69541
H 0.60866 -1.45370 -4.51356
O -3.64294 -2.98876 -3.48784
H -4.34849 -3.11187 -2.85280
H -4.07166 -2.60086 -4.25070
O 1.66096 -3.17006 -1.81025
H 1.29465 -2.64926 -2.52496
H 1.60689 -4.07416 -2.11993
```

Computed properties:
LUMO = 0.2 eV
HOMO energy = -9.4 eV
Structure (SMILES) = CCO.CCO.CCO.CCO.O.O.O
HOMO-LUMO gap = 9.576 eV

ii) Here is a molecular structure, C8H30O7 from the Open Molecules 2025 dataset. Energies are from ωB97M-V/def2-TZVPD.

Structure (XYZ):
```
45
Properties=species:S:1:pos:R:3
C -0.52432 3.40215 -0.22486
C -0.37158 2.13850 -1.04636
O -0.40201 2.45671 -2.37318
H -1.50763 3.85031 -0.36750
H 0.21624 4.13247 -0.55089
H -0.30555 3.15679 0.81438
H -1.16629 1.44121 -0.78116
H 0.54231 1.57807 -0.84935
H 0.16168 3.22079 -2.51468
C -0.18531 -1.89338 2.95088
O 0.83149 -1.45133 2.00124
H -0.62260 -1.02502 3.44367
H -0.93888 -2.57252 2.55213
H 0.24104 -2.47417 3.76881
H 0.37513 -1.26291 1.17794
C -0.92550 -0.10021 -2.83740
O -1.80366 0.93046 -2.44152
H -1.47172 -1.02380 -2.64576
H -0.79376 0.01801 -3.91293
H 0.02594 -0.05567 -2.30741
H -1.35709 1.77758 -2.37393
C -0.32972 -0.01833 0.14076
O 0.06843 -1.37386 0.19121
H -1.02399 0.19307 -0.67251
H -0.69894 0.28262 1.12118
H 0.62115 0.47656 -0.05680
H -0.71288 -1.92703 0.11942
C 1.89324 0.54962 1.89049
O 2.52365 1.82743 2.11081
H 2.47284 -0.18548 2.44886
H 0.84628 0.61947 2.18562
H 2.01767 0.34383 0.82735
H 2.20407 2.12702 2.96505
C 2.59260 -1.13124 -0.42735
O 1.57864 -1.94136 -0.91126
H 3.54356 -1.37468 -0.90117
H 2.31942 -0.10939 -0.69060
H 2.78636 -1.10766 0.64504
H 0.79608 -1.85810 -0.36148
C -2.46242 -1.66543 -0.29203
O -1.42542 -2.51986 -0.00242
H -2.20202 -0.97371 -1.09316
H -3.34268 -2.23070 -0.59814
H -2.66554 -1.14050 0.64140
H -1.41846 -3.10639 -0.76237
```

Computed properties:
LUMO = 0.2 eV
HOMO energy = -8.3 eV
HOMO-LUMO gap = 8.418 eV

Preferred: i); penalty for the next structure: 1638.3 kJ/mol.

i) Here is 2 unconnected molecules or ions with the total composition CH3OS from the Open Molecules 2025 dataset. Energies are from ωB97M-V/def2-TZVPD.

Structure (XYZ):
```
6
Properties=species:S:1:pos:R:3
S 2.35322 -0.07810 -0.28320
H 3.04047 -1.10644 -0.66454
O -2.25131 1.08873 0.59060
C -1.34023 0.30309 0.21969
H -1.44250 -0.82438 0.31253
H -0.35965 0.61710 -0.17508
```

Computed properties:
LUMO = 4.1 eV
Charge = -1
HOMO energy = -2.7 eV
HOMO-LUMO gap = 6.818 eV

ii) Here is 2 unconnected molecules or ions with the total composition CH3OS from the Open Molecules 2025 dataset. Energies are from ωB97M-V/def2-TZVPD.

Structure (XYZ):
```
6
Properties=species:S:1:pos:R:3
S -0.65787 -2.27972 0.56914
H -0.22014 -1.75108 -0.58672
O 0.30230 2.02091 0.62521
C 0.21646 0.99377 -0.00844
H 1.11060 0.50495 -0.40643
H -0.75136 0.51117 -0.19276
```

Computed properties:
LUMO = 4.1 eV
Charge = -1
HOMO energy = -2.7 eV
HOMO-LUMO gap = 6.816 eV

Preferred: ii); penalty for the next structure: 13.7 kJ/mol.

i) Here is a molecular structure, C3H9NO3S from the Open Molecules 2025 dataset. Energies are from ωB97M-V/def2-TZVPD.

Structure (XYZ):
```
17
Properties=species:S:1:pos:R:3
C 3.38416 0.73918 0.30285
C 2.57705 -0.46589 -0.43147
C 1.09445 -0.86992 0.05555
H 4.01036 1.46279 -0.71901
H 2.28953 1.48802 0.78630
H 4.01424 0.51491 1.40085
H 3.20391 -1.37562 -0.46792
H 2.38174 -0.23870 -1.59299
H 1.03950 -1.84978 -0.52321
H 0.71981 -1.22279 1.13094
H -1.30567 1.18180 -1.75664
H -1.72724 2.10750 -0.16676
N -2.01048 1.28684 -0.67207
O 0.22828 0.24532 -0.38195
O -1.81277 -1.19536 -0.51700
O -1.28275 0.05013 1.53510
S -1.24680 -0.01856 0.12264
```

Computed properties:
LUMO = 0.3 eV
HOMO energy = -11.0 eV
HOMO-LUMO gap = 11.265 eV

ii) Here is 2 unconnected molecules or ions with the total composition C3H9NO3S from the Open Molecules 2025 dataset. Energies are from ωB97M-V/def2-TZVPD.

Structure (XYZ):
```
17
Properties=species:S:1:pos:R:3
O 1.09034 -1.37434 -0.54870
C 0.84406 -0.69621 0.65152
O 0.57062 -1.35553 1.71199
C -0.48301 0.17886 0.45673
C -1.71619 -0.74624 0.07387
S -3.12152 0.32025 -0.51667
N -0.18206 1.32881 -0.28319
H 1.74054 -0.05171 0.73982
H -0.82815 0.47496 1.46254
H -1.33534 -1.52634 -0.58474
H -2.04941 -1.31337 0.95363
H -2.39878 1.29164 -1.07900
H 0.82566 1.12792 -0.60790
H -0.11443 2.14851 0.31576
H 3.00795 0.53488 -1.23622
H 1.90837 -0.88455 -0.83701
O 2.24137 0.54246 -0.67241
```

Computed properties:
LUMO = -3.7 eV
HOMO energy = -9.6 eV
HOMO-LUMO gap = 5.845 eV

Preferred: i); penalty for the next structure: 140.1 kJ/mol.